(1)
Below is a molecular structure, C47H45O6P4Sr at a distorted geometry, with properties calculated with ωB97M-V/def2-TZVPD.

Computed properties:
charge = +1
HOMO level = -8.0 eV
lowest unoccupied orbital energy = -2.84 eV
DFT total energy = -99741.3044 eV
gap between HOMO and LUMO = 5.16 eV

Cartesian coordinates (Å):
Sr1 0.87 -0.43 -0.04
O1 -2.60 -0.92 0.54
C1 -1.77 -0.09 0.92
C2 -2.20 0.94 1.94
C3 -3.06 0.60 2.98
C4 -3.45 1.55 3.90
C5 -3.00 2.86 3.78
C6 -2.14 3.20 2.75
C7 -1.71 2.24 1.83
P1 -0.43 2.60 0.53
C8 -1.46 2.91 -0.95
C9 -2.51 3.83 -0.93
C10 -3.22 4.10 -2.08
C11 -2.90 3.47 -3.28
C12 -1.87 2.53 -3.30
C13 -1.16 2.26 -2.14
C14 0.13 4.28 0.99
C15 0.80 4.42 2.21
C16 1.34 5.63 2.59
C17 1.27 6.73 1.73
C18 0.64 6.59 0.51
C19 0.09 5.38 0.13
H1 -3.42 -0.43 3.03
H2 -4.13 1.28 4.71
H3 -3.33 3.61 4.48
H4 -1.80 4.22 2.67
H5 -2.77 4.32 0.00
H6 -4.03 4.82 -2.06
H7 -3.44 3.69 -4.18
H8 -1.63 2.02 -4.23
H9 -0.38 1.51 -2.14
H10 0.86 3.56 2.87
H11 1.84 5.73 3.54
H12 1.70 7.68 2.03
H13 0.59 7.44 -0.17
H14 -0.39 5.28 -0.84
O2 1.84 -0.92 -1.95
P2 3.18 -0.62 -1.25
C20 3.05 -0.96 0.64
P3 2.12 -2.70 0.82
O3 0.62 -2.46 0.90
C21 2.64 -3.70 -0.58
C22 1.73 -3.95 -1.61
C23 2.15 -4.62 -2.74
C24 3.44 -5.11 -2.82
C25 4.35 -4.90 -1.79
C26 3.97 -4.15 -0.69
C27 2.92 -3.33 2.31
C28 3.54 -4.57 2.38
C29 4.30 -4.90 3.49
C30 4.43 -4.01 4.54
C31 3.78 -2.78 4.50
C32 3.03 -2.44 3.38
C33 3.47 1.18 -1.14
C34 4.51 1.59 -0.30
C35 4.93 2.90 -0.33
C36 4.29 3.81 -1.17
C37 3.22 3.42 -1.96
C38 2.81 2.10 -1.95
C39 4.62 -1.24 -2.10
C40 5.88 -1.33 -1.51
C41 6.98 -1.62 -2.31
C42 6.82 -1.81 -3.68
C43 5.57 -1.68 -4.26
C44 4.46 -1.38 -3.48
H15 2.51 -0.09 1.09
H16 4.02 -1.04 1.11
H17 0.71 -3.58 -1.54
H18 1.45 -4.77 -3.56
H19 3.76 -5.67 -3.70
H20 5.36 -5.28 -1.86
H21 4.68 -3.90 0.08
H22 3.44 -5.27 1.56
H23 4.78 -5.87 3.54
H24 5.04 -4.26 5.39
H25 3.86 -2.09 5.32
H26 2.54 -1.47 3.35
H27 5.01 0.89 0.36
H28 5.75 3.22 0.30
H29 4.64 4.84 -1.21
H30 2.73 4.13 -2.60
H31 1.98 1.77 -2.57
H32 6.01 -1.19 -0.45
H33 7.96 -1.70 -1.86
H34 7.68 -2.05 -4.29
H35 5.46 -1.80 -5.33
H36 3.48 -1.26 -3.92
C45 -0.04 -0.75 -4.41
O4 -1.36 -0.97 -3.96
P4 -1.72 -1.16 -2.36
O5 -3.31 -1.15 -2.55
C46 -4.18 -0.24 -1.86
O6 -1.47 -2.80 -2.29
C47 -1.91 -3.52 -1.13
H37 -0.11 -0.29 -5.39
H38 0.51 -1.69 -4.49
H39 0.50 -0.08 -3.73
H40 -4.78 0.26 -2.62
H41 -3.62 0.49 -1.28
H42 -4.82 -0.81 -1.20
H43 -3.00 -3.56 -1.11
H44 -1.58 -3.03 -0.21
H45 -1.51 -4.53 -1.21


(2)
Below is a molecular structure, C47H46N7P2S3Se2V, with properties calculated with ωB97M-V/def2-TZVPD.

Computed properties:
charge = +2
HOMO level (spin up / spin down) = -12.2 / -12.2 eV
lowest unoccupied orbital energy (spin up / spin down) = -5.71 / -5.78 eV
DFT total energy = -267372.4034 eV
2S+1 = 3
gap between HOMO and LUMO (spin up / spin down) = 6.46 / 6.38 eV

Cartesian coordinates (Å):
V1 0.68 0.62 0.05
C1 -3.06 -2.33 3.74
C2 -3.53 -2.55 2.31
S1 -2.74 -1.45 1.09
C3 -1.76 -2.58 0.09
C4 -0.41 -3.02 0.65
S2 0.79 -1.71 1.07
C5 0.86 -1.67 2.90
C6 -0.40 -1.35 3.68
S3 -1.35 -2.85 4.06
H1 -3.67 -2.93 4.42
H2 -3.17 -1.29 4.05
H3 -4.60 -2.37 2.25
H4 -3.34 -3.58 2.00
H5 -1.64 -2.08 -0.87
H6 -2.35 -3.47 -0.10
H7 0.11 -3.65 -0.07
H8 -0.54 -3.59 1.57
H9 1.64 -0.93 3.09
H10 1.27 -2.64 3.20
H11 -1.04 -0.66 3.13
H12 -0.11 -0.88 4.63
C7 -2.21 2.46 2.84
C8 -1.40 2.93 3.86
C9 -0.04 2.69 3.80
C10 0.48 1.98 2.73
N1 -0.31 1.51 1.75
C11 -1.63 1.75 1.80
C12 1.92 1.66 2.57
C13 2.90 2.02 3.49
C14 4.21 1.63 3.27
C15 4.52 0.89 2.14
C16 3.50 0.57 1.26
N2 2.23 0.96 1.46
H13 -3.28 2.63 2.84
H14 -1.82 3.49 4.68
H15 0.61 3.06 4.58
H16 -2.22 1.36 0.98
H17 2.64 2.59 4.37
H18 4.98 1.91 3.97
H19 5.52 0.55 1.94
H20 3.69 -0.01 0.37
Se1 -0.27 0.26 -6.03
P1 -1.85 1.12 -4.93
C17 -3.41 0.22 -5.03
C18 -4.34 0.25 -3.99
C19 -5.57 -0.38 -4.14
C20 -5.86 -1.04 -5.33
C21 -4.93 -1.08 -6.36
C22 -3.71 -0.45 -6.21
C23 -2.24 2.83 -5.38
C24 -1.36 3.56 -6.18
C25 -1.70 4.84 -6.58
C26 -2.92 5.39 -6.22
C27 -3.80 4.66 -5.43
C28 -3.47 3.39 -5.01
C29 -1.45 1.14 -3.15
C30 -0.79 2.06 -2.31
N3 -0.67 1.39 -1.16
N4 -1.13 0.18 -1.25
N5 -1.63 -0.01 -2.46
P2 0.12 3.60 -2.15
Se2 1.54 3.10 -0.55
C31 -1.02 4.90 -1.69
C32 -1.83 5.45 -2.69
C33 -2.78 6.40 -2.36
C34 -2.92 6.81 -1.04
C35 -2.11 6.27 -0.05
C36 -1.16 5.31 -0.37
C37 0.94 4.03 -3.66
C38 1.11 5.37 -4.02
C39 1.83 5.68 -5.16
C40 2.37 4.66 -5.94
C41 2.20 3.33 -5.58
C42 1.49 3.01 -4.43
H21 -4.12 0.75 -3.06
H22 -6.29 -0.37 -3.34
H23 -6.82 -1.53 -5.45
H24 -5.16 -1.60 -7.28
H25 -2.97 -0.49 -7.00
H26 -0.43 3.10 -6.49
H27 -1.02 5.40 -7.21
H28 -3.19 6.38 -6.56
H29 -4.77 5.08 -5.17
H30 -4.17 2.81 -4.43
H31 -1.71 5.14 -3.72
H32 -3.41 6.82 -3.13
H33 -3.65 7.56 -0.79
H34 -2.21 6.61 0.97
H35 -0.52 4.89 0.39
H36 0.69 6.16 -3.41
H37 1.97 6.71 -5.45
H38 2.92 4.91 -6.84
H39 2.60 2.54 -6.20
H40 1.35 1.97 -4.16
N6 3.16 -1.51 -5.30
C43 2.73 -1.10 -4.10
C44 1.67 -1.74 -3.43
C45 1.25 -1.26 -2.22
N7 1.78 -0.18 -1.61
C46 2.82 0.40 -2.23
C47 3.33 -0.01 -3.43
H41 2.70 -2.26 -5.78
H42 3.91 -1.05 -5.77
H43 1.16 -2.58 -3.88
H44 0.43 -1.75 -1.72
H45 3.25 1.27 -1.74
H46 4.16 0.52 -3.87


(3)
Below is a molecular structure, C47H47BIrN7O11S at a distorted geometry, with properties calculated with ωB97M-V/def2-TZVPD.

Computed properties:
charge = -1
HOMO level (spin up / spin down) = -4.4 / -4.9 eV
lowest unoccupied orbital energy (spin up / spin down) = 1.92 / 0.83 eV
DFT total energy = -96804.4750 eV
2S+1 = 6
gap between HOMO and LUMO (spin up / spin down) = 6.28 / 5.75 eV

Cartesian coordinates (Å):
Ir1 1.20 0.00 0.50
O1 2.60 -1.69 4.20
C1 2.06 -0.91 3.44
O2 2.46 -0.64 2.26
C2 0.85 -0.11 3.93
C3 0.96 0.65 5.08
C4 -0.12 1.43 5.51
C5 -1.31 1.45 4.80
C6 -1.42 0.70 3.62
C7 -0.33 -0.11 3.18
O3 -0.45 -0.86 2.07
N1 -2.55 0.81 2.87
O4 -3.49 1.58 3.14
O5 -2.66 0.07 1.73
N2 0.00 2.22 6.69
O6 1.10 2.34 7.20
O7 -1.01 2.74 7.15
H1 1.87 0.64 5.67
H2 -2.15 2.04 5.11
C8 -2.12 5.42 1.40
C9 -2.34 3.91 1.52
N3 -2.25 3.24 0.24
C10 -3.35 3.42 -0.69
C11 -3.05 4.48 -1.76
C12 -1.20 2.50 -0.14
S1 0.13 2.35 0.96
N4 -1.22 2.05 -1.37
C13 -0.63 0.98 -1.88
O8 -0.17 0.01 -1.24
C14 -0.61 0.92 -3.37
C15 0.22 -0.02 -3.98
C16 0.31 -0.09 -5.35
C17 -0.44 0.78 -6.14
C18 -1.28 1.70 -5.53
C19 -1.36 1.78 -4.16
H3 -2.05 5.86 2.39
H4 -2.94 5.90 0.86
H5 -1.19 5.60 0.86
H6 -3.32 3.69 1.95
H7 -1.59 3.50 2.19
H8 -4.23 3.71 -0.12
H9 -3.54 2.46 -1.18
H10 -3.06 5.48 -1.35
H11 -3.79 4.42 -2.55
H12 -2.06 4.30 -2.18
H13 0.79 -0.69 -3.34
H14 0.97 -0.81 -5.82
H15 -0.38 0.72 -7.21
H16 -1.87 2.37 -6.15
H17 -2.00 2.49 -3.67
C20 -3.93 -6.32 -1.55
C21 -4.91 -5.88 -0.46
C22 -6.10 -5.17 -1.12
C23 -5.40 -7.15 0.25
C24 -4.23 -4.91 0.50
C25 -4.37 -5.01 1.88
C26 -3.78 -4.11 2.76
C27 -3.02 -3.09 2.22
O9 -2.40 -2.09 2.86
B1 -1.87 -1.20 1.76
O10 -2.09 -1.91 0.52
C28 -2.86 -2.97 0.82
C29 -3.47 -3.86 -0.03
H18 -4.44 -6.98 -2.26
H19 -3.08 -6.85 -1.12
H20 -3.55 -5.46 -2.11
H21 -6.58 -5.83 -1.83
H22 -5.76 -4.28 -1.65
H23 -6.83 -4.86 -0.37
H24 -5.75 -7.86 -0.49
H25 -6.22 -6.93 0.93
H26 -4.58 -7.61 0.81
H27 -4.98 -5.79 2.30
H28 -3.91 -4.20 3.83
H29 -3.35 -3.73 -1.09
N5 1.46 -2.10 -0.19
C30 2.45 -2.70 -0.18
N6 3.59 -3.33 -0.11
C31 4.77 -2.48 0.00
C32 5.22 -2.09 -1.41
O11 5.47 -3.24 -2.21
C33 4.32 -4.05 -2.32
C34 3.82 -4.50 -0.94
H30 5.55 -3.06 0.50
H31 4.52 -1.60 0.59
H32 6.16 -1.54 -1.39
H33 4.44 -1.47 -1.88
H34 4.62 -4.91 -2.93
H35 3.52 -3.50 -2.84
H36 4.58 -5.11 -0.45
H37 2.89 -5.07 -1.04
N7 2.74 0.83 -0.39
C35 3.24 2.00 -0.42
C36 2.78 3.02 -1.38
C37 2.99 4.38 -1.14
C38 2.57 5.33 -2.06
C39 1.91 4.94 -3.21
C40 1.65 3.59 -3.44
C41 2.09 2.64 -2.53
C42 4.36 2.40 0.46
C43 5.47 3.07 -0.07
C44 6.49 3.49 0.76
C45 6.43 3.23 2.12
C46 5.35 2.55 2.65
C47 4.32 2.13 1.83
H38 3.47 4.69 -0.22
H39 2.76 6.38 -1.87
H40 1.59 5.68 -3.93
H41 1.10 3.28 -4.32
H42 1.93 1.59 -2.70
H43 5.51 3.27 -1.13
H44 7.34 4.02 0.35
H45 7.23 3.57 2.77
H46 5.30 2.36 3.71
H47 3.47 1.61 2.22


(4)
Below is a molecular structure, C47H47BiN3OP, with properties calculated with ωB97M-V/def2-TZVPD.

Computed properties:
charge = +2
HOMO level = -12.9 eV
lowest unoccupied orbital energy = -6.45 eV
DFT total energy = -71136.9851 eV
gap between HOMO and LUMO = 6.44 eV

Cartesian coordinates (Å):
Bi1 -0.52 -0.96 -0.21
C1 0.13 0.57 -3.31
C2 -1.35 0.63 -3.03
C3 -2.18 1.40 -3.84
C4 -3.53 1.45 -3.57
C5 -4.05 0.68 -2.53
C6 -3.19 -0.08 -1.78
N1 -1.85 -0.07 -2.01
C7 -3.68 -1.04 -0.75
C8 -5.02 -1.34 -0.61
C9 -5.40 -2.33 0.27
C10 -4.44 -2.97 1.03
C11 -3.12 -2.59 0.91
N2 -2.76 -1.66 0.01
C12 -2.04 -3.19 1.75
C13 -2.33 -4.07 2.77
C14 -1.28 -4.63 3.49
C15 0.01 -4.30 3.16
C16 0.24 -3.38 2.14
C17 1.65 -2.99 1.81
N3 -0.78 -2.83 1.47
H1 0.29 0.18 -4.32
H2 0.67 -0.07 -2.61
H3 0.57 1.57 -3.27
H4 -1.75 1.96 -4.66
H5 -4.18 2.07 -4.17
H6 -5.10 0.70 -2.33
H7 -5.77 -0.83 -1.20
H8 -6.44 -2.61 0.37
H9 -4.73 -3.76 1.71
H10 -3.35 -4.33 3.02
H11 -1.49 -5.33 4.30
H12 0.85 -4.73 3.69
H13 2.26 -3.88 1.64
H14 2.10 -2.44 2.64
H15 1.72 -2.37 0.91
C18 4.83 -4.27 -1.30
C19 5.51 -3.22 -0.69
C20 4.90 -1.99 -0.51
C21 3.59 -1.79 -0.95
C22 2.91 -2.85 -1.55
C23 3.53 -4.08 -1.74
P1 2.72 -0.20 -0.82
C24 3.28 0.70 -2.32
C25 3.83 0.01 -3.40
C26 4.15 0.69 -4.57
C27 3.91 2.05 -4.67
C28 3.36 2.74 -3.60
C29 3.04 2.07 -2.43
C30 3.50 0.67 0.58
C31 4.69 1.39 0.46
C32 5.24 2.01 1.57
C33 4.62 1.91 2.81
C34 3.43 1.21 2.93
C35 2.87 0.60 1.82
H16 5.32 -5.22 -1.44
H17 6.53 -3.37 -0.35
H18 5.44 -1.19 -0.02
H19 1.89 -2.71 -1.91
H20 2.99 -4.89 -2.22
H21 4.04 -1.05 -3.33
H22 4.59 0.15 -5.40
H23 4.16 2.58 -5.58
H24 3.19 3.81 -3.67
H25 2.62 2.62 -1.60
H26 5.18 1.47 -0.50
H27 6.17 2.56 1.47
H28 5.06 2.39 3.67
H29 2.93 1.15 3.89
H30 1.91 0.09 1.92
C36 -2.30 -0.39 3.29
C37 -3.54 0.22 2.62
C38 -4.31 0.97 3.72
C39 -3.29 1.18 1.45
C40 -4.39 1.91 0.98
C41 -4.25 2.91 0.04
C42 -2.98 3.27 -0.38
C43 -1.85 2.60 0.06
C44 -0.50 3.26 -0.24
C45 0.73 2.58 0.35
C46 -0.54 4.69 0.32
C47 -2.04 1.45 0.86
O1 -1.00 0.58 1.08
H31 -2.62 -0.97 4.16
H32 -1.63 0.39 3.64
H33 -1.73 -1.05 2.64
H34 -4.19 -0.59 2.28
H35 -3.75 1.86 4.03
H36 -4.43 0.33 4.59
H37 -5.30 1.29 3.41
H38 -5.37 1.69 1.38
H39 -5.12 3.44 -0.33
H40 -2.86 4.13 -1.03
H41 -0.38 3.33 -1.32
H42 0.64 2.45 1.43
H43 1.61 3.20 0.18
H44 0.92 1.60 -0.08
H45 -0.81 4.67 1.38
H46 -1.26 5.33 -0.20
H47 0.44 5.16 0.23


Which of these has the lowest DFT total energy?
C47H46N7P2S3Se2V


Repeat the fourth record exactly.
Below is a molecular structure, C47H47BiN3OP, with properties calculated with ωB97M-V/def2-TZVPD.

Computed properties:
charge = +2
HOMO level = -12.9 eV
lowest unoccupied orbital energy = -6.45 eV
DFT total energy = -71136.9851 eV
gap between HOMO and LUMO = 6.44 eV

Cartesian coordinates (Å):
Bi1 -0.52 -0.96 -0.21
C1 0.13 0.57 -3.31
C2 -1.35 0.63 -3.03
C3 -2.18 1.40 -3.84
C4 -3.53 1.45 -3.57
C5 -4.05 0.68 -2.53
C6 -3.19 -0.08 -1.78
N1 -1.85 -0.07 -2.01
C7 -3.68 -1.04 -0.75
C8 -5.02 -1.34 -0.61
C9 -5.40 -2.33 0.27
C10 -4.44 -2.97 1.03
C11 -3.12 -2.59 0.91
N2 -2.76 -1.66 0.01
C12 -2.04 -3.19 1.75
C13 -2.33 -4.07 2.77
C14 -1.28 -4.63 3.49
C15 0.01 -4.30 3.16
C16 0.24 -3.38 2.14
C17 1.65 -2.99 1.81
N3 -0.78 -2.83 1.47
H1 0.29 0.18 -4.32
H2 0.67 -0.07 -2.61
H3 0.57 1.57 -3.27
H4 -1.75 1.96 -4.66
H5 -4.18 2.07 -4.17
H6 -5.10 0.70 -2.33
H7 -5.77 -0.83 -1.20
H8 -6.44 -2.61 0.37
H9 -4.73 -3.76 1.71
H10 -3.35 -4.33 3.02
H11 -1.49 -5.33 4.30
H12 0.85 -4.73 3.69
H13 2.26 -3.88 1.64
H14 2.10 -2.44 2.64
H15 1.72 -2.37 0.91
C18 4.83 -4.27 -1.30
C19 5.51 -3.22 -0.69
C20 4.90 -1.99 -0.51
C21 3.59 -1.79 -0.95
C22 2.91 -2.85 -1.55
C23 3.53 -4.08 -1.74
P1 2.72 -0.20 -0.82
C24 3.28 0.70 -2.32
C25 3.83 0.01 -3.40
C26 4.15 0.69 -4.57
C27 3.91 2.05 -4.67
C28 3.36 2.74 -3.60
C29 3.04 2.07 -2.43
C30 3.50 0.67 0.58
C31 4.69 1.39 0.46
C32 5.24 2.01 1.57
C33 4.62 1.91 2.81
C34 3.43 1.21 2.93
C35 2.87 0.60 1.82
H16 5.32 -5.22 -1.44
H17 6.53 -3.37 -0.35
H18 5.44 -1.19 -0.02
H19 1.89 -2.71 -1.91
H20 2.99 -4.89 -2.22
H21 4.04 -1.05 -3.33
H22 4.59 0.15 -5.40
H23 4.16 2.58 -5.58
H24 3.19 3.81 -3.67
H25 2.62 2.62 -1.60
H26 5.18 1.47 -0.50
H27 6.17 2.56 1.47
H28 5.06 2.39 3.67
H29 2.93 1.15 3.89
H30 1.91 0.09 1.92
C36 -2.30 -0.39 3.29
C37 -3.54 0.22 2.62
C38 -4.31 0.97 3.72
C39 -3.29 1.18 1.45
C40 -4.39 1.91 0.98
C41 -4.25 2.91 0.04
C42 -2.98 3.27 -0.38
C43 -1.85 2.60 0.06
C44 -0.50 3.26 -0.24
C45 0.73 2.58 0.35
C46 -0.54 4.69 0.32
C47 -2.04 1.45 0.86
O1 -1.00 0.58 1.08
H31 -2.62 -0.97 4.16
H32 -1.63 0.39 3.64
H33 -1.73 -1.05 2.64
H34 -4.19 -0.59 2.28
H35 -3.75 1.86 4.03
H36 -4.43 0.33 4.59
H37 -5.30 1.29 3.41
H38 -5.37 1.69 1.38
H39 -5.12 3.44 -0.33
H40 -2.86 4.13 -1.03
H41 -0.38 3.33 -1.32
H42 0.64 2.45 1.43
H43 1.61 3.20 0.18
H44 0.92 1.60 -0.08
H45 -0.81 4.67 1.38
H46 -1.26 5.33 -0.20
H47 0.44 5.16 0.23